No. 1
{
  "formula": "C23H21LuN3O2",
  "method": "wB97M-V/def2-TZVPD",
  "orbital_gap_ev": [4.384, 4.385],
  "total_charge": -1,
  "homo_ev": [-1.925, -1.926],
  "symbols": ["C", "C", "C", "C", "C", "Lu", "C", "C", "C", "N", "H", "H", "H", "H", "H", "H", "H", "H", "H", "H", "O", "C", "N", "C", "C", "O", "N", "C", "C", "C", "C", "C", "C", "C", "C", "C", "C", "C", "C", "H", "H", "H", "H", "H", "H", "H", "H", "H", "H", "H"],
  "xyz": [[-4.379, 1.825, 0.394], [-4.116, 2.485, -0.881], [-2.765, 2.987, -0.845], [-2.194, 2.638, 0.418], [-3.171, 1.922, 1.184], [-2.522, 0.549, -0.724], [-3.373, 0.128, -2.858], [-4.179, -0.574, -1.927], [-5.532, -1.122, -1.923], [-4.131, -0.953, -0.630], [-2.285, 3.612, -1.619], [-4.816, 2.658, -1.680], [-1.207, 2.967, 0.754], [-3.048, 1.645, 2.222], [-5.311, 1.446, 0.682], [-3.745, 1.007, -3.463], [-4.439, -1.513, 0.163], [-2.714, -0.473, -3.525], [-6.160, -1.034, -2.743], [-5.770, -1.576, -0.917], [-1.142, -1.411, -1.506], [-0.220, -0.875, -0.793], [1.025, -1.287, -0.592], [1.768, -0.448, 0.314], [0.738, 0.710, 0.515], [0.890, 1.799, 1.029], [-0.436, 0.306, -0.111], [2.007, -1.233, 1.611], [1.388, -0.849, 2.815], [1.618, -1.605, 3.969], [2.446, -2.725, 3.927], [3.032, -3.100, 2.728], [2.833, -2.370, 1.578], [3.018, 0.105, -0.329], [4.245, 0.203, 0.280], [5.335, 0.707, -0.401], [5.202, 1.152, -1.723], [3.972, 1.067, -2.335], [2.860, 0.550, -1.675], [1.322, -2.239, -0.924], [0.748, 0.052, 2.891], [1.114, -1.307, 4.896], [2.587, -3.297, 4.836], [3.648, -4.009, 2.711], [3.339, -2.682, 0.651], [4.393, -0.116, 1.324], [6.305, 0.779, 0.072], [6.073, 1.573, -2.257], [3.852, 1.431, -3.389], [1.899, 0.492, -2.192]]
}

No. 2
{
  "formula": "C4H8NO3",
  "method": "wB97M-V/def2-TZVPD",
  "orbital_gap_ev": 8.556,
  "total_charge": -1,
  "homo_ev": -4.670,
  "symbols": ["N", "C", "O", "O", "H", "H", "C", "O", "C", "C", "H", "H", "H", "H", "H", "H"],
  "xyz": [[-2.274, -1.404, -2.607], [-1.090, -1.110, -1.876], [-0.540, -0.018, -2.214], [-0.753, -1.910, -0.990], [-2.557, -2.368, -2.600], [-2.345, -0.915, -3.481], [0.754, 0.297, 0.687], [1.309, 0.768, -0.515], [1.478, 0.950, 1.828], [0.900, 1.353, 2.954], [0.855, -0.792, 0.758], [-0.309, 0.551, 0.753], [0.714, 0.489, -1.251], [2.545, 1.101, 1.689], [1.475, 1.801, 3.755], [-0.163, 1.207, 3.110]]
}

Copy entry 2 word for word.
{
  "formula": "C4H8NO3",
  "method": "wB97M-V/def2-TZVPD",
  "orbital_gap_ev": 8.556,
  "total_charge": -1,
  "homo_ev": -4.670,
  "symbols": ["N", "C", "O", "O", "H", "H", "C", "O", "C", "C", "H", "H", "H", "H", "H", "H"],
  "xyz": [[-2.274, -1.404, -2.607], [-1.090, -1.110, -1.876], [-0.540, -0.018, -2.214], [-0.753, -1.910, -0.990], [-2.557, -2.368, -2.600], [-2.345, -0.915, -3.481], [0.754, 0.297, 0.687], [1.309, 0.768, -0.515], [1.478, 0.950, 1.828], [0.900, 1.353, 2.954], [0.855, -0.792, 0.758], [-0.309, 0.551, 0.753], [0.714, 0.489, -1.251], [2.545, 1.101, 1.689], [1.475, 1.801, 3.755], [-0.163, 1.207, 3.110]]
}